[1]
Here is CH8AgN4S as an isolated structure from the Open Molecules 2025 dataset. Energies are from the ωB97M-V functional and the def2-TZVPD basis.

Computed properties:
- HOMO: -12.611 eV
- Relative energy (zero: lowest compared OMol25 entry of this formula, charge and spin): 0.9 kcal per mole
- DFT total energy: -806.8595 a.u.
- Net charge: +1
- 2S+1: 1
- Gap between HOMO and LUMO: 9.1 eV

Each line ends with the Löwdin charge.
Positions of all 15 atoms, in Å:
1 Ag -0.3589 0.0270 -1.7756  0.56
2 N 1.5582 2.2647 0.7158  0.12
3 C 0.2563 2.0038 0.7828  -0.92
4 N -0.2679 1.6862 1.9634  0.12
5 S -0.7559 2.1374 -0.6026  0.54
6 H 2.1507 2.2884 1.5305  0.13
7 H 1.9364 2.5856 -0.1596  0.11
8 H 0.2600 1.7383 2.8205  0.13
9 H -1.2664 1.5777 2.0246  0.11
10 N 0.1586 -2.9355 -1.2242  -0.05
11 N -1.0080 -2.1213 -1.4579  -0.15
12 H -0.1041 -3.9136 -1.1476  0.08
13 H 0.5664 -2.6510 -0.3429  0.07
14 H -1.7419 -2.2789 -0.7708  0.09
15 H -1.3835 -2.4089 -2.3566  0.08

[2]
Here is CH8ClNiO7 as an isolated structure from the Open Molecules 2025 dataset. Energies are from the ωB97M-V functional and the def2-TZVPD basis.

Computed properties:
- HOMO (spin up / spin down): -3.605 / -3.833 eV
- Relative energy (zero: lowest compared OMol25 entry of this formula, charge and spin): 0.2 kcal per mole
- DFT total energy: -2538.2186 a.u.
- Net charge: -1
- 2S+1: 3
- Gap between HOMO and LUMO (spin up / spin down): 6.0 / 6.2 eV
- <S²>: 2.005

Each line ends with the Mulliken spin population.
Positions of all 18 atoms, in Å:
1 Ni -0.4739 0.0381 0.7667  1.69
2 C -2.0421 -0.5929 -1.2193  -0.02
3 O -2.7544 -0.7952 -2.1994  0.01
4 O -0.7935 -0.3570 -1.2773  0.11
5 O -2.3874 -0.4815 -0.0195  0.11
6 Cl -0.9615 -0.0590 3.1866  0.04
7 O 0.3414 -2.0274 1.1300  0.02
8 H 0.1965 -2.7339 0.4976  0.00
9 H 0.2921 -2.4505 1.9895  0.00
10 O 1.9031 0.2319 -2.1400  0.00
11 H 1.0195 0.2709 -1.7619  0.00
12 H 1.7564 0.0215 -3.0629  0.00
13 O 1.4433 0.5664 0.9415  0.02
14 H 2.0880 1.1667 0.5627  0.00
15 H 1.8957 0.1538 1.6805  0.00
16 O -0.7093 2.0645 0.4825  0.03
17 H -0.8822 2.4665 -0.3714  0.00
18 H 0.0683 2.5172 0.8141  0.00

[3]
Here is one molecule with the formula CH8IP5 from the Open Molecules 2025 dataset. Energies are from the ωB97M-V functional and the def2-TZVPD basis.

Computed properties:
- HOMO (spin up / spin down): -8.640 / -8.639 eV
- Relative energy (zero: lowest compared OMol25 entry of this formula, charge and spin): 23.9 kcal per mole
- DFT total energy: -2047.2100 a.u.
- 2S+1: 1
- Gap between HOMO and LUMO (spin up / spin down): 6.4 / 6.4 eV
- Structure (SMILES): PC(P)(P)P(#[PH2])I

Each line ends with the Löwdin charge.
Positions of all 15 atoms, in Å:
1 C 0.0337 -0.4555 0.4672  -1.60
2 P 0.9536 -2.0666 0.3491  0.67
3 P -1.7699 -0.8474 0.3006  0.58
4 P -1.3255 1.9491 -0.9225  0.36
5 P 0.4406 0.4717 1.9540  0.64
6 P 0.6655 1.0319 -1.0006  0.26
7 I 0.9950 1.7959 -3.6036  0.06
8 H 2.1435 -1.5653 -0.1175  -0.13
9 H 0.6497 -2.4012 -0.9239  -0.14
10 H -1.7165 -2.1075 1.1088  -0.08
11 H -1.7540 -1.7378 -0.8338  -0.10
12 H -1.3307 2.4303 0.5556  -0.07
13 H -0.8921 3.1427 -1.3349  -0.23
14 H 1.6537 0.9831 1.4235  -0.13
15 H 1.2534 -0.6233 2.5781  -0.08

[4]
Here is CH8LiO7 as an isolated structure from the Open Molecules 2025 dataset. Energies are from the ωB97M-V functional and the def2-TZVPD basis.

Computed properties:
- HOMO: -2.379 eV
- Relative energy (zero: lowest compared OMol25 entry of this formula, charge and spin): 0.0 kcal per mole
- DFT total energy: -577.2322 a.u.
- Net charge: -1
- 2S+1: 1
- Gap between HOMO and LUMO: 4.7 eV

Each line ends with the Löwdin charge.
Positions of all 17 atoms, in Å:
1 Li 0.0639 0.2427 -0.0415  0.65
2 C -0.9901 1.0387 -1.8325  -0.91
3 O -0.9831 -0.2903 -1.5325  -0.32
4 O -0.9201 1.8547 -0.8365  -0.20
5 O -1.3421 1.3287 -3.0725  -0.20
6 O -2.0561 -1.1803 0.8615  -0.11
7 H -1.9651 -0.9683 -0.0785  -0.02
8 H -2.8231 -0.6213 1.1035  0.04
9 O 1.1889 -1.7803 0.3695  -0.06
10 H 1.1929 -2.5203 1.0035  0.06
11 H 1.1389 -2.1323 -0.5005  0.03
12 O 2.0639 1.0097 -0.5925  -0.03
13 H 2.8299 0.6007 -0.3135  -0.01
14 H 2.2839 1.1017 -1.5185  0.06
15 O 0.1209 0.7327 1.9565  -0.06
16 H 0.8159 0.5317 2.5885  0.05
17 H -0.6191 1.0517 2.4365  0.03

[5]
Here is CH8N2O3 as an isolated structure from the Open Molecules 2025 dataset. Energies are from the ωB97M-V functional and the def2-TZVPD basis.

Computed properties:
- HOMO: -7.698 eV
- Relative energy (zero: lowest compared OMol25 entry of this formula, charge and spin): 175.2 kcal per mole
- DFT total energy: -377.9084 a.u.
- 2S+1: 1
- Gap between HOMO and LUMO: 7.5 eV

Each line ends with the Löwdin charge.
Positions of all 14 atoms, in Å:
1 C -21.6354 29.4922 4.9027  -0.83
2 O -21.2428 30.6342 4.8490  0.03
3 N -21.1113 28.3797 4.5838  0.16
4 N -22.8368 29.1819 5.2777  0.13
5 H -20.2507 28.5116 4.0719  0.13
6 H -21.7583 27.6263 4.3997  0.09
7 H -23.2997 28.2982 5.1195  -0.22
8 H -23.1752 29.9940 5.7736  0.12
9 O -21.9023 25.9837 5.4560  0.17
10 H -21.6742 25.8677 4.5336  0.13
11 H -21.0744 25.8736 5.9236  0.14
12 O -23.3796 27.3045 5.3611  0.09
13 H -24.1380 26.7391 5.5078  0.13
14 H -22.6241 26.7372 5.5149  -0.26

[6]
Here is a 2-piece molecular cluster, CH8N2OSi overall from the Open Molecules 2025 dataset. Energies are from the ωB97M-V functional and the def2-TZVPD basis.

Computed properties:
- HOMO (spin up / spin down): -8.122 / -8.992 eV
- Relative energy (zero: lowest compared OMol25 entry of this formula, charge and spin): 193.8 kcal per mole
- DFT total energy: -516.9549 a.u.
- 2S+1: 1
- Gap between HOMO and LUMO (spin up / spin down): 8.3 / 9.4 eV

Each line ends with the Löwdin charge.
Positions of all 13 atoms, in Å:
1 C -2.4568 -0.7706 0.3523  -0.01
2 N 1.7315 -1.0802 -0.2844  -0.19
3 N -1.7974 1.3377 0.0744  0.06
4 O -1.7134 0.0397 -0.2821  -0.18
5 Si 1.9077 0.5905 0.0953  0.47
6 H -3.0836 -0.4351 1.0464  0.04
7 H 1.2904 1.0881 -1.2177  -0.07
8 H -2.0881 -1.7417 0.3558  0.06
9 H 1.6913 -1.8993 0.2797  0.01
10 H 1.5249 -1.2912 -1.2421  0.00
11 H -1.2216 1.7917 -0.5737  -0.01
12 H 3.2203 1.4610 0.1777  -0.09
13 H 0.9949 0.9094 1.2184  -0.09

[7]
Here is a 2-piece molecular cluster, CH8N3O overall from the Open Molecules 2025 dataset. Energies are from the ωB97M-V functional and the def2-TZVPD basis.

Computed properties:
- HOMO: -15.177 eV
- Relative energy (zero: lowest compared OMol25 entry of this formula, charge and spin): 16.7 kcal per mole
- DFT total energy: -282.2026 a.u.
- Net charge: +1
- 2S+1: 1
- Gap between HOMO and LUMO: 11.9 eV

Each line ends with the Löwdin charge.
Positions of all 13 atoms, in Å:
1 N 0.1395 0.7921 0.8474  0.22
2 C 0.8442 -0.0871 0.1543  -0.46
3 N 2.1820 -0.1382 0.3815  0.17
4 N 0.2885 -0.7284 -0.8598  0.22
5 H 0.4928 1.1744 1.7055  0.14
6 H -0.7001 1.1432 0.3999  0.11
7 H 2.6938 -0.9983 0.4645  0.12
8 H 2.7244 0.7045 0.4247  0.13
9 H -0.6243 -0.4158 -1.1709  0.11
10 H 0.8491 -1.4419 -1.2995  0.14
11 H -3.2424 0.7384 -0.4153  0.07
12 H -3.0577 -0.7867 -0.3870  0.07
13 O -2.5898 0.0437 -0.2455  -0.05

[8]
Here is a 2-piece molecular cluster, CH8N4 overall from the Open Molecules 2025 dataset. Energies are from the ωB97M-V functional and the def2-TZVPD basis.

Computed properties:
- HOMO (spin up / spin down): -20.269 / -20.189 eV
- Relative energy (zero: lowest compared OMol25 entry of this formula, charge and spin): 64.1 kcal per mole
- DFT total energy: -261.0109 a.u.
- Net charge: +2
- 2S+1: 1
- Gap between HOMO and LUMO (spin up / spin down): 8.6 / 8.8 eV

Each line ends with the Löwdin charge.
Positions of all 13 atoms, in Å:
1 C -0.9790 0.1499 0.6421  -0.07
2 N -0.0203 1.1732 0.3038  -0.01
3 N -0.0815 -0.9554 0.8646  0.03
4 N 0.5462 1.1617 -0.8605  0.18
5 N 0.4761 -1.5310 -0.1601  0.22
6 H -1.4999 0.2812 1.5204  0.14
7 H -1.6309 -0.0080 -0.3408  0.19
8 H 0.3460 1.6275 1.0466  0.15
9 H -0.0054 -1.1819 1.8902  0.24
10 H -0.6365 1.2429 -1.8027  0.41
11 H 1.2824 1.8285 -0.9297  0.14
12 H 1.4654 -1.9266 -0.0904  0.22
13 H -0.0317 -1.6382 -1.0112  0.15

[9]
Here is CH8N4O as an isolated structure from the Open Molecules 2025 dataset. Energies are from the ωB97M-V functional and the def2-TZVPD basis.

Computed properties:
- HOMO: -8.478 eV
- Relative energy (zero: lowest compared OMol25 entry of this formula, charge and spin): 70.7 kcal per mole
- DFT total energy: -337.0098 a.u.
- 2S+1: 1
- Gap between HOMO and LUMO: 9.6 eV

Each line ends with the Löwdin charge.
Positions of all 14 atoms, in Å:
1 C -0.2429 2.2994 -0.0225  -0.15
2 N 1.3421 -0.7448 0.6202  -0.09
3 N 1.0478 0.5439 0.6350  -0.13
4 N -0.0077 0.8709 0.0073  -0.16
5 H 0.5924 -1.4496 -0.2921  0.11
6 H 2.2877 -0.8716 0.9519  0.05
7 H -0.3756 2.6237 -1.0587  0.06
8 H 0.5845 2.8539 0.4292  0.06
9 H -1.1715 2.5274 0.5086  0.06
10 N -0.5853 -1.6523 -0.7857  -0.04
11 O -1.2331 -2.1813 0.3716  -0.09
12 H -0.5201 -2.0303 1.0376  0.08
13 H -0.7905 -0.6153 -0.8122  0.09
14 H -0.9277 -2.1738 -1.5900  0.13

[10]
Here is CH8N5O as an isolated structure from the Open Molecules 2025 dataset. Energies are from the ωB97M-V functional and the def2-TZVPD basis.

Computed properties:
- HOMO: -12.871 eV
- Relative energy (zero: lowest compared OMol25 entry of this formula, charge and spin): 72.3 kcal per mole
- DFT total energy: -391.4846 a.u.
- Net charge: +1
- 2S+1: 1
- Gap between HOMO and LUMO: 9.8 eV

Each line ends with the Löwdin charge.
Positions of all 15 atoms, in Å:
1 C 1.1365 -2.5467 -1.0805  -0.20
2 N 0.3971 -1.6603 -1.1483  0.26
3 N 1.8387 -3.6274 -1.1329  0.19
4 N -0.9815 0.1616 -0.1584  0.05
5 N -0.8200 3.5932 1.0987  0.03
6 N -0.2582 1.2654 0.4596  -0.04
7 O -1.2536 2.2387 1.0304  -0.22
8 H -0.3452 -0.8076 -0.6771  0.02
9 H 2.8927 -3.4848 -1.0145  0.19
10 H 1.5903 -4.3627 -0.5957  0.09
11 H -1.6438 -0.2656 0.4601  0.12
12 H -1.5680 0.6988 -0.8577  0.17
13 H -0.7744 4.0773 0.2210  0.09
14 H -0.3352 3.7610 2.0246  0.13
15 H 0.1247 0.9590 1.3708  0.13

Q: Which largest force on an atom values were calculated for the entries above? A: 0.6; 5.6; 3.1; 4.6; 12.2; 4.0; 1.4; 5.8; 1.6; 5.3, in eV/A.